{"formula": "C2H7NS", "method": "ωB97M-V with the def2-TZVPD basis set", "fmax_ev_per_a": 1.5, "spin_multiplicity": 1, "smiles": "C=CN.S", "homo_energy_ev": -7.8321, "homo_lumo_gap_ev": 8.8, "elements": ["C", "C", "N", "H", "H", "H", "H", "H", "S", "H", "H"], "positions_angstrom": [[-1.558, 0.615, 0.514], [-1.288, -0.404, -0.328], [-1.976, -0.598, -1.530], [-1.751, 0.476, 1.570], [-1.795, 1.611, 0.149], [-0.613, -1.183, 0.025], [-2.876, -0.158, -1.426], [-2.091, -1.573, -1.766], [2.117, 0.143, 0.646], [3.299, 0.114, 1.269], [2.270, 1.293, -0.019]]}